{"formula": "C4H6O2", "method": "ωB97M-V with the def2-TZVPD basis set", "symbols": ["C", "C", "C", "O", "C", "O", "H", "H", "H", "H", "H", "H"], "positions_angstrom": [[-1.142, -0.270, -0.575], [0.358, -0.083, -0.272], [0.655, 1.376, 0.032], [1.118, 2.126, -0.793], [0.635, -1.002, 0.894], [0.492, -0.673, 2.047], [-1.353, -1.310, -0.849], [-1.745, -0.024, 0.305], [-1.432, 0.377, -1.403], [0.943, -0.368, -1.154], [0.404, 1.727, 1.051], [0.889, -2.045, 0.623]], "total_energy_ev": -8339.3579, "e_above_lowest_ev": 1.1033, "homo_energy_ev": -9.83, "homo_lumo_gap_ev": 10.52}